Entry 1:
The following is a quantum chemistry calculation of a 6-piece molecular cluster, C47H92Br2F3IN5O7 overall, from the Open Molecules 2025 dataset.

XYZ file:
```
157
C47H92Br2F3IN5O7, DFT the ωB97M-V functional and the def2-TZVPD basis
C 4.3756 -0.5688 1.4485
C 4.5579 0.1282 0.0873
C 3.8471 1.4848 -0.0195
C 3.0973 1.6932 -1.3333
C 2.1674 2.9201 -1.3162
C 0.6923 2.5619 -1.4730
C 0.2643 1.6835 -0.3053
N -1.2011 1.5463 -0.1121
C -1.7005 0.6243 -1.0242
N -2.1816 0.9662 -2.1824
I -2.4329 2.8524 -2.8959
N -1.7531 -0.6420 -0.5264
C -1.9017 -1.8036 -1.4002
C -3.1802 -1.8463 -2.2816
C -3.7417 -3.2187 -2.5978
F -4.3514 -3.7441 -1.5018
Br -5.1118 -2.9743 -3.9785
C -2.7478 -4.2933 -3.1034
F -1.9955 -4.6890 -2.0642
F -3.4197 -5.3534 -3.5501
Br -1.6041 -3.6419 -4.5174
C -2.4296 -0.3809 0.7918
N -3.8228 -0.0587 0.3859
C -2.4913 -1.5023 1.8674
C -2.1100 -2.9326 1.5368
C -3.1260 -3.8513 1.2882
C -2.8442 -5.1845 1.0175
C -1.5286 -5.6095 0.9828
C -0.5077 -4.7081 1.2370
C -0.7902 -3.3860 1.5226
C -1.7027 0.9911 1.2095
C -0.6603 0.9918 2.3582
C 0.4178 -0.0930 2.5807
N 1.2083 -0.5741 1.4624
C -2.7714 2.0165 1.6557
C -2.1982 3.4034 1.9204
O -3.1216 4.4299 1.5435
C -4.2573 4.4773 2.2996
C -5.5508 4.3228 1.5641
O -4.2188 4.6581 3.4847
H 5.3318 -0.8914 1.8493
H 3.7464 -1.4524 1.3764
H 3.9369 0.1144 2.1763
H 4.2469 -0.5314 -0.7221
H 5.6242 0.2989 -0.0470
H 3.1574 1.6257 0.8194
H 4.5785 2.2901 0.0603
H 2.5253 0.7884 -1.5610
H 3.8285 1.7963 -2.1341
H 2.3117 3.4527 -0.3736
H 2.4619 3.6023 -2.1117
H 0.5857 2.0087 -2.4087
H 0.1086 3.4781 -1.4874
H 0.7003 2.0871 0.6011
H 0.6972 0.6972 -0.4564
H -2.5895 0.2491 -2.7606
H -1.7935 -2.7123 -0.8238
H -1.0451 -1.8007 -2.0753
H -2.9658 -1.4038 -3.2544
H -3.9996 -1.2724 -1.8531
H -4.3345 0.3194 1.1739
H -4.2773 -0.9482 0.1931
H -3.5340 -1.5433 2.1744
H -1.9642 -1.1947 2.7610
H -4.1585 -3.5281 1.3281
H -3.6495 -5.8833 0.8355
H -1.2990 -6.6414 0.7719
H 0.5204 -5.0401 1.2255
H 0.0330 -2.7344 1.7517
H -0.1364 1.9437 2.3034
H -1.2433 1.0480 3.2783
H 0.0012 -0.9506 3.1002
H 1.1343 0.3284 3.2859
H 0.6471 -0.8991 0.6899
H 1.8857 0.1004 1.1416
H -3.2800 1.6451 2.5488
H -3.5094 2.1214 0.8670
H -1.2982 3.5880 1.3449
H -1.9836 3.5394 2.9804
H -5.9099 5.2825 1.1949
H -6.2896 3.9152 2.2457
H -5.4656 3.6623 0.7026
C 8.6498 -4.1236 -1.7143
C 7.3792 -3.5839 -1.0810
O 7.1597 -2.2031 -1.3121
C 7.0216 -1.8132 -2.6641
C 5.8445 -2.4589 -3.3770
H 9.5102 -3.5284 -1.4068
H 8.8103 -5.1555 -1.4020
H 8.6038 -4.1118 -2.8042
H 7.4370 -3.6780 0.0034
H 6.5115 -4.1711 -1.4052
H 7.9491 -1.9965 -3.2182
H 6.8821 -0.7319 -2.6308
H 5.9770 -3.5350 -3.4955
H 5.7311 -2.0290 -4.3727
H 4.9235 -2.2938 -2.8144
C 2.8455 -4.1742 3.7618
C 4.2065 -4.3403 3.1046
O 5.1053 -3.2815 3.3688
C 5.4554 -3.0815 4.7269
C 6.1566 -4.2670 5.3671
H 2.4148 -3.2056 3.4979
H 2.1700 -4.9619 3.4250
H 2.9043 -4.2339 4.8492
H 4.0903 -4.3425 2.0196
H 4.6500 -5.3044 3.3783
H 4.5744 -2.7962 5.3142
H 6.1226 -2.2194 4.7183
H 5.4984 -5.1321 5.4602
H 6.4953 -4.0019 6.3685
H 7.0209 -4.5640 4.7723
C -8.1047 10.7438 0.8651
C -7.8831 9.2441 0.9529
O -7.1694 8.6993 -0.1455
C -5.8604 9.2015 -0.3385
C -4.9229 8.9410 0.8280
H -8.5770 11.0041 -0.0827
H -8.7523 11.0705 1.6787
H -7.1712 11.3028 0.9419
H -8.8430 8.7281 0.9441
H -7.3915 8.9856 1.8978
H -5.8841 10.2704 -0.5779
H -5.4930 8.6890 -1.2284
H -5.2150 9.4937 1.7213
H -3.9067 9.2422 0.5729
H -4.9171 7.8794 1.0825
C -6.2022 -10.0304 0.3122
C -6.0304 -8.5374 0.0970
O -4.7314 -8.0548 0.4052
C -3.6734 -8.6095 -0.3559
C -3.7759 -8.3437 -1.8472
H -5.9077 -10.3060 1.3253
H -7.2460 -10.3074 0.1650
H -5.6036 -10.6179 -0.3851
H -6.6967 -7.9893 0.7629
H -6.3079 -8.2638 -0.9272
H -3.5717 -9.6826 -0.1614
H -2.7745 -8.1364 0.0360
H -4.6165 -8.8671 -2.3042
H -2.8671 -8.6797 -2.3475
H -3.9087 -7.2781 -2.0333
C 3.4064 6.9810 -4.5347
C 3.6506 6.8289 -3.0424
O 4.6874 5.9214 -2.7171
C 5.9736 6.2530 -3.2171
C 6.5104 7.5808 -2.7124
H 3.2427 6.0057 -4.9958
H 2.5271 7.6024 -4.7070
H 4.2480 7.4536 -5.0415
H 2.7576 6.4193 -2.5670
H 3.8332 7.8067 -2.5837
H 5.9777 6.2298 -4.3125
H 6.6201 5.4425 -2.8811
H 5.9323 8.4269 -3.0863
H 7.5399 7.7140 -3.0442
H 6.4869 7.6121 -1.6226
```

Output
Total charge: +1
Spin multiplicity: 1



Entry 2:
The following is a quantum chemistry calculation of C47H93F2N7O2S as an isolated structure at a distorted geometry, from the Open Molecules 2025 dataset.

XYZ file:
```
152
C47H93F2N7O2S, DFT the ωB97M-V functional and the def2-TZVPD basis
C 10.2144 -3.4209 0.7030
C 10.1810 -2.6155 -0.6418
C 10.6515 -1.1405 -0.3828
C 9.5101 -0.0983 -0.6543
C 8.6180 0.1273 0.6138
C 8.0732 1.5899 0.7417
C 7.6433 2.2226 -0.6121
C 6.6522 1.3209 -1.4326
C 5.2638 2.0029 -1.6653
C 4.5493 1.5108 -2.9646
C 4.7788 -0.0149 -3.2519
C 3.4707 -0.5782 -3.8798
C 3.5757 -2.0900 -4.3071
C 2.4691 -2.8689 -3.5053
C 3.0511 -3.1272 -2.0759
C 2.0348 -3.0237 -0.9441
C 0.8676 -3.7327 -0.8709
C -0.0821 -3.6326 0.2237
C 0.1495 -2.7857 1.2850
N -0.8321 -2.7938 2.3417
C -1.0409 -1.5331 2.9839
O -0.4758 -1.2761 4.0043
F -1.8462 -0.6145 2.4433
C -0.6560 -3.8603 3.2699
O 0.3691 -4.2562 3.7177
F -1.8231 -4.4696 3.6013
C 1.3637 -2.0135 1.2449
N 1.7826 -1.1459 2.1811
S 3.1752 -0.5096 1.6526
N 3.3827 -1.2867 0.2295
C 2.3241 -2.0912 0.1339
H 10.0703 -4.5035 0.5379
H 11.2219 -3.2754 1.1259
H 9.4364 -3.0298 1.3800
H 10.9184 -3.1135 -1.2980
H 9.1881 -2.6292 -1.1187
H 11.4483 -0.8987 -1.1145
H 11.1008 -1.0078 0.6165
H 9.9085 0.8385 -1.0740
H 8.8463 -0.5654 -1.4089
H 7.7958 -0.6075 0.6517
H 9.2573 -0.0670 1.5001
H 7.2490 1.5904 1.4829
H 8.8863 2.2090 1.1717
H 7.0935 3.1515 -0.3519
H 8.5005 2.5290 -1.2299
H 7.1172 1.1617 -2.4233
H 6.4657 0.3703 -0.9098
H 4.6223 1.7580 -0.7961
H 5.4110 3.0968 -1.7003
H 4.9884 2.0762 -3.8092
H 3.4637 1.7064 -2.9156
H 4.9830 -0.5442 -2.3046
H 5.6259 -0.1353 -3.9487
H 2.6994 -0.4872 -3.0875
H 3.1321 0.0499 -4.7222
H 4.5414 -2.4647 -3.9175
H 3.4774 -2.2287 -5.3940
H 2.2493 -3.8115 -4.0355
H 1.5408 -2.2840 -3.4013
H 3.8415 -2.3880 -1.8772
H 3.5216 -4.1304 -2.0484
H 0.6649 -4.4393 -1.6861
H -0.9963 -4.2378 0.2309
C -4.5767 -5.7878 4.9928
C -5.3845 -6.9121 4.3611
N -6.3252 -6.4480 3.3573
C -7.3052 -7.4522 2.9741
C -6.7977 -8.7198 2.2806
C -5.7607 -5.6720 2.2653
C -4.6472 -6.3128 1.4299
H -5.2303 -5.0086 5.3894
H -3.9811 -6.1783 5.8199
H -3.8873 -5.3346 4.2820
H -5.9449 -7.4004 5.1635
H -4.6918 -7.6678 3.9609
H -8.0666 -6.9849 2.3425
H -7.8416 -7.7554 3.8796
H -6.5003 -8.5270 1.2503
H -7.5988 -9.4622 2.2448
H -5.9581 -9.1735 2.8089
H -5.3720 -4.7369 2.6804
H -6.5669 -5.3543 1.5984
H -3.8783 -6.7792 2.0479
H -4.1563 -5.5438 0.8271
H -5.0350 -7.0576 0.7361
C -6.6293 3.7664 0.3703
C -5.7602 2.5661 0.7193
N -6.2741 1.3123 0.1982
C -5.6350 0.1408 0.7774
C -4.1415 -0.0633 0.5106
C -6.4966 1.2619 -1.2370
C -5.3084 1.5627 -2.1557
H -7.6645 3.6030 0.6751
H -6.2622 4.6529 0.8908
H -6.6124 3.9867 -0.6991
H -5.7235 2.4990 1.8103
H -4.7300 2.7620 0.3842
H -6.1766 -0.7555 0.4602
H -5.7806 0.1847 1.8622
H -3.9539 -0.3889 -0.5126
H -3.7588 -0.8453 1.1658
H -3.5577 0.8377 0.7051
H -7.2962 1.9682 -1.4808
H -6.9124 0.2859 -1.5015
H -4.7609 2.4563 -1.8507
H -5.6694 1.7360 -3.1730
H -4.6109 0.7275 -2.2070
C -1.5655 2.4838 3.2543
C -0.8088 3.6208 3.9216
N -0.3102 3.2838 5.2420
C 0.1359 4.4418 6.0006
C 1.3361 5.2292 5.4663
C 0.5474 2.1095 5.3254
C 1.8092 2.0836 4.4580
H -2.3647 2.1118 3.8983
H -2.0196 2.8359 2.3250
H -0.9084 1.6520 3.0009
H -1.5033 4.4608 4.0175
H -0.0046 3.9564 3.2489
H 0.3448 4.1350 7.0296
H -0.7107 5.1323 6.0816
H 2.2723 4.6925 5.6161
H 1.4233 6.1744 6.0080
H 1.2356 5.4702 4.4072
H -0.0514 1.2309 5.0696
H 0.8287 1.9464 6.3692
H 1.6123 2.3818 3.4264
H 2.2132 1.0680 4.4300
H 2.5936 2.7234 4.8617
C -2.9389 3.7721 -7.5357
C -3.4675 4.0098 -6.1280
N -2.6200 4.8811 -5.3344
C -2.9423 4.8652 -3.9162
C -4.3166 5.3873 -3.4885
C -2.3423 6.1912 -5.9006
C -3.5339 7.0888 -6.2495
H -1.9086 3.4123 -7.5122
H -3.5467 3.0165 -8.0367
H -2.9772 4.6768 -8.1451
H -3.5223 3.0354 -5.6338
H -4.5001 4.3846 -6.1932
H -2.1702 5.4135 -3.3682
H -2.8511 3.8309 -3.5661
H -4.3756 6.4732 -3.5525
H -4.4984 5.1217 -2.4435
H -5.1266 4.9560 -4.0786
H -1.7523 6.0481 -6.8111
H -1.6720 6.7356 -5.2301
H -4.3108 6.5555 -6.7995
H -3.1961 7.9124 -6.8833
H -3.9808 7.5362 -5.3627
```

Output
Spin multiplicity: 1



no.,HOMO (eV),frontier orbital gap (eV),electronic energy (Eh)
1,-11.1,7.176,-8391.451937
2,-7.9,6.844,-2978.221058